1.
{
  "formula": "HN3S",
  "method": "ωB97M-V/def2-TZVPD",
  "elements": ["N", "N", "N", "S", "H"],
  "positions_angstrom": [[3.221207, 0.388582, -1.104676], [2.389546, -0.124130, -0.486835], [1.216314, 1.326270, 1.512572], [1.493739, -0.127446, 0.815043], [1.495711, 2.269543, 1.581573]],
  "atomic_forces_ev_per_a": [[-0.37, -0.33, 0.23], [2.37, 0.48, -3.06], [-1.07, -4.63, -0.53], [-2.13, 3.69, 4.18], [1.21, 0.78, -0.82]],
  "homo_lumo_gap_ev": [6.52, 8.01],
  "charge": 0,
  "e_lumo_ev": [-1.515, -0.662],
  "spin_multiplicity": 1
}

=====

2.
{
  "formula": "HN5OS",
  "method": "ωB97M-V/def2-TZVPD",
  "elements": ["N", "N", "N", "N", "N", "O", "S", "H"],
  "positions_angstrom": [[-1.936759, -8.968479, -6.489882], [0.960597, -9.465041, -6.465319], [1.318872, -10.286245, -5.777886], [-2.465068, -8.115763, -6.989656], [0.486786, -8.468709, -6.875695], [-3.191656, -7.283343, -7.396642], [0.665665, -7.893675, -8.459262], [0.509092, 7.059306, 3.845079]],
  "atomic_forces_ev_per_a": [[-0.47, 0.65, -0.58], [0.17, 0.00, 1.21], [0.82, -2.03, 0.50], [0.16, -1.82, 1.39], [-0.46, 1.69, -0.41], [-0.27, 1.05, -0.76], [0.04, 0.44, -1.38], [0.00, 0.03, 0.02]],
  "homo_lumo_gap_ev": 3.38,
  "charge": -2,
  "e_lumo_ev": 4.783,
  "spin_multiplicity": 1
}

=====

Table of electronic energy (eV), in record order: -15317.333, -20342.951
Table of energy relative to the best compared isomer or geometry (same formula, charge and spin) (eV), in record order: 3.128, 1.709